The following is a DFT calculation (ωB97M-V/def2-TZVPD) of C6H10N2 as an isolated structure in a non-equilibrium geometry.

## Properties
- calculated total energy (Eh) = -344.00448
- molar mass (g/mol) = 110.2
- ΔE to the lowest compared entry with this formula, charge and spin (kJ/mol) = 347.18
- HOMO level (eV) = -6.91

Structure (ORCA input):
```
! wB97M-V def2-TZVPD RIJCOSX def2/J DEFGRID3
* xyz 0 1
C -2.059 1.060 -0.459
C 0.241 -1.970 -0.022
C 2.321 0.701 -0.295
N -0.929 -0.160 1.479
C -0.949 0.817 0.498
C 0.186 -0.576 0.483
C 0.945 0.603 0.264
N 0.177 1.668 0.553
H -1.717 -0.797 1.360
H -2.694 1.841 -0.028
H -2.667 0.171 -0.630
H -1.657 1.450 -1.393
H -0.661 -2.261 -0.576
H 1.085 -2.075 -0.706
H 0.372 -2.693 0.791
H 2.816 1.570 0.140
H 2.904 -0.196 -0.082
H 2.287 0.848 -1.378
*
```

The following is a DFT calculation (ωB97M-V/def2-TZVPD) of C6H10N2 in the gas phase in a non-equilibrium geometry.

## Properties
- calculated total energy (Eh) = -344.01390
- molar mass (g/mol) = 110.2
- ΔE to the lowest compared entry with this formula, charge and spin (kJ/mol) = 322.45
- SMILES = [H]/N=C(N)\C=C(\C)C=C
- HOMO level (eV) = -8.51

Structure (ORCA input):
```
! wB97M-V def2-TZVPD RIJCOSX def2/J DEFGRID3
* xyz 0 1
H 1.047 -0.155 -2.274
N 1.821 0.183 -1.699
C 1.382 0.502 -0.529
N 2.304 0.912 0.395
C -0.155 1.278 -0.353
C -0.980 0.302 -0.033
C -2.456 0.329 0.207
C -0.268 -1.009 -0.193
C 0.209 -1.722 0.872
H 3.258 0.762 0.094
H 2.078 0.750 1.365
H -0.135 2.342 -0.181
H -2.990 -0.181 -0.602
H -2.697 -0.185 1.143
H -2.821 1.357 0.273
H -0.594 -1.518 -1.099
H 0.825 -2.602 0.728
H 0.172 -1.345 1.887
*
```

The following is a DFT calculation (ωB97M-V/def2-TZVPD) of C6H10N2 as an isolated structure in a non-equilibrium geometry.

## Properties
- calculated total energy (Eh) = -343.92513
- molar mass (g/mol) = 110.2
- ΔE to the lowest compared entry with this formula, charge and spin (kJ/mol) = 555.53
- HOMO level (spin up / spin down) (eV) = -7.61 / -7.61

Structure (ORCA input):
```
! wB97M-V def2-TZVPD RIJCOSX def2/J DEFGRID3
* xyz 0 1
C -2.149 1.132 -0.475
C -1.678 -0.288 -0.419
N 0.129 -1.923 -0.112
C -0.466 -0.773 -0.167
H -0.062 -2.477 0.717
H -2.389 -1.022 -0.786
H -1.485 1.830 0.030
H -2.269 1.463 -1.511
H -3.124 1.222 0.009
C 0.924 0.645 0.038
C 2.564 -1.000 -0.392
C 0.792 0.849 1.395
N 2.181 0.186 -0.501
H 0.520 1.412 -0.612
H 1.553 -1.786 -0.271
H 3.522 -1.275 -0.835
H 1.304 0.203 2.094
H 0.134 1.603 1.796
*
```

The following is a DFT calculation (ωB97M-V/def2-TZVPD) of C6H10N2 as an isolated structure in a non-equilibrium geometry.

## Properties
- calculated total energy (Eh) = -343.89383
- molar mass (g/mol) = 110.2
- ΔE to the lowest compared entry with this formula, charge and spin (kJ/mol) = 637.71
- HOMO level (eV) = -8.65

Structure (ORCA input):
```
! wB97M-V def2-TZVPD RIJCOSX def2/J DEFGRID3
* xyz 0 1
C -0.607 1.286 0.279
C 0.166 0.573 -0.757
C -0.401 -0.997 -1.030
C -0.888 -1.599 0.344
C 0.573 -1.181 0.620
C 0.612 0.346 0.661
H 0.606 2.615 1.170
H -0.541 3.143 0.066
H -1.734 0.922 0.531
H 0.706 1.098 -1.576
H -0.954 -1.117 -1.890
H -1.845 -1.152 0.678
H -1.157 -2.591 0.105
H 0.918 -1.541 1.591
H 1.730 -1.320 -1.498
H 1.620 0.808 1.207
N 0.242 2.438 0.317
N 0.953 -1.733 -0.817
*
```

The following is a DFT calculation (ωB97M-V/def2-TZVPD) of a 3-piece molecular cluster, C6H10N2 overall.

## Properties
- calculated total energy (Eh) = -343.84503
- molar mass (g/mol) = 110.2
- ΔE to the lowest compared entry with this formula, charge and spin (kJ/mol) = 765.82
- HOMO level (spin up / spin down) (eV) = -6.86 / -6.59

Structure (ORCA input):
```
! wB97M-V def2-TZVPD RIJCOSX def2/J DEFGRID3
* xyz 0 1
C 0.200 -0.254 0.316
C 0.398 -1.333 -0.712
C 0.051 1.045 0.019
C 2.457 0.475 0.491
C -2.098 0.001 0.249
C -2.816 -0.577 -0.694
N -0.103 2.206 -0.241
N 3.013 0.863 1.548
H 0.179 -0.506 1.366
H 0.707 2.817 -0.301
H 2.352 1.097 2.299
H 3.112 0.194 -0.354
H -2.523 0.462 1.139
H 1.375 -1.797 -0.573
H 0.344 -0.933 -1.723
H -0.374 -2.092 -0.595
H -2.369 -1.022 -1.582
H -3.906 -0.646 -0.651
*
```

The following is a DFT calculation (ωB97M-V/def2-TZVPD) of C6H10N2 in the gas phase in a non-equilibrium geometry.

## Properties
- calculated total energy (Eh) = -343.86003
- molar mass (g/mol) = 110.2
- ΔE to the lowest compared entry with this formula, charge and spin (kJ/mol) = 726.43
- SMILES = C1CN2C[C@H]3N[C@@H]3[C@@H]12
- HOMO level (eV) = -8.29

Structure (ORCA input):
```
! wB97M-V def2-TZVPD RIJCOSX def2/J DEFGRID3
* xyz 0 1
C -1.607 1.003 -0.118
C -1.592 -0.662 -0.327
N -0.468 -0.765 0.599
C 0.730 -1.476 -0.036
C 1.645 -0.231 0.359
N 2.253 0.929 -0.342
C 0.784 0.839 -0.177
C -0.272 0.778 0.675
H -2.644 1.479 0.221
H -1.311 1.547 -1.084
H -2.455 -1.065 0.031
H -1.078 -1.251 -1.298
H 0.441 -1.584 -1.196
H 0.816 -2.490 0.361
H 1.698 -0.323 1.386
H 2.718 1.483 0.435
H 0.588 0.630 -1.238
H -0.246 1.162 1.750
*
```

The following is a DFT calculation (ωB97M-V/def2-TZVPD) of C6H10N2 as an isolated structure in a non-equilibrium geometry.

## Properties
- calculated total energy (Eh) = -343.29161
- molar mass (g/mol) = 110.2
- ΔE to the lowest compared entry with this formula, charge and spin (kJ/mol) = 330.29
- HOMO level (eV) = -20.66

Structure (ORCA input):
```
! wB97M-V def2-TZVPD RIJCOSX def2/J DEFGRID3
* xyz 2 1
C -0.422 0.686 0.119
C 1.452 -0.810 0.738
C -1.253 1.785 0.758
C -1.936 1.727 -0.652
C -0.342 -0.654 -1.313
C 2.161 -2.013 0.618
N -1.131 0.474 -0.949
N 0.483 -0.366 -0.039
H 1.632 -0.018 1.460
H -1.837 1.275 1.580
H -0.905 2.705 1.171
H -2.980 1.552 -0.660
H -1.759 2.745 -1.242
H -0.778 -1.704 -1.169
H 0.182 -0.651 -2.273
H 2.232 -2.485 1.541
H 1.856 -2.474 -0.233
H 3.345 -1.776 0.546
*
```

The following is a DFT calculation (ωB97M-V/def2-TZVPD) of a 2-piece molecular cluster, C6H10N2O overall in a non-equilibrium geometry.

## Properties
- calculated total energy (Eh) = -419.21766
- molar mass (g/mol) = 126.2
- ΔE to the lowest compared entry with this formula, charge and spin (kJ/mol) = 443.26
- SMILES = C=C=C[C@@H](C)O.N=C=N
- HOMO level (eV) = -8.61

Structure (ORCA input):
```
! wB97M-V def2-TZVPD RIJCOSX def2/J DEFGRID3
* xyz 0 1
C 2.025 1.204 0.607
C 0.999 0.751 -0.075
C -0.250 0.971 -0.560
C -1.374 0.177 -0.143
C -1.667 0.033 1.340
O -2.519 0.318 -0.957
H 1.978 2.158 1.120
H 2.942 0.637 0.704
H -0.343 1.440 -1.538
H -0.806 -0.910 -0.391
H -0.750 -0.174 1.891
H -2.363 -0.790 1.509
H -2.104 0.955 1.738
H -3.188 0.817 -0.474
N 0.337 -1.894 -0.466
C 1.402 -1.265 -0.733
N 2.586 -1.326 -1.121
H 0.058 -2.648 -1.082
H 3.037 -0.457 -1.370
*
```